Record 1
68
Properties=species:S:1:pos:R:3:forces:R:3 method="wB97M-V/def2-TZVPD" multiplicity=3 largest_force_ha_per_bohr=0.0759 energy_ev=-44870.499 homo_lumo_gap_ev="5.0 / 6.9" total_charge=+1
C -0.8248 1.2767 -3.0043 -0.1 0.2 0.4
C -0.2391 2.5557 -2.5700 0.3 0.6 0.2
C -0.0193 0.2656 -3.6874 0.5 -0.6 -0.5
C -2.2468 1.0084 -2.7381 -0.7 -0.2 0.0
H -0.2526 0.1916 -4.7648 0.1 0.0 0.2
H -0.2022 -0.7353 -3.2603 0.1 0.2 -0.3
H 1.0545 0.4734 -3.5992 -0.3 -0.1 -0.2
H -0.5700 3.4284 -3.1716 0.1 -0.3 0.2
H 0.8581 2.5171 -2.6285 -0.3 0.1 0.0
H -0.5108 2.7804 -1.5187 0.0 0.0 -0.3
H -2.9330 1.5389 -3.4243 0.2 -0.1 0.1
H -2.5329 1.3149 -1.7201 0.0 0.0 -0.2
H -2.4671 -0.0621 -2.8516 -0.1 0.2 0.0
C 2.2384 -0.4681 1.0931 0.3 0.6 -0.4
C 2.3971 -0.8385 -0.3018 -0.3 0.3 1.1
C 2.3334 0.3657 -1.0838 -0.3 0.2 0.4
H 2.6945 -1.8267 -0.6548 -0.1 0.4 0.1
C 2.0774 1.4602 -0.2179 -0.1 -0.8 -0.1
C 1.9543 0.9632 1.1170 0.3 -1.4 -0.5
H 1.8313 1.5615 2.0109 0.0 -0.1 -0.2
H 2.4134 -1.1014 1.9566 0.0 0.2 -0.2
H 2.6021 0.4451 -2.1393 -0.4 -0.1 0.4
H 2.1390 2.5170 -0.4837 -0.5 -0.4 0.0
C -1.6728 -1.3979 1.2384 -0.3 -0.7 -0.7
C -0.5481 -2.3097 1.3302 -0.5 0.0 -0.1
C -0.1508 -2.6480 -0.0053 -0.7 0.2 -0.1
H -0.1253 -2.7031 2.2478 0.0 0.1 -0.3
C -0.9982 -1.9312 -0.9246 -1.0 -0.1 0.6
C -1.9447 -1.1611 -0.1477 -0.2 -1.0 -0.2
H -2.7540 -0.5500 -0.5432 0.4 -0.2 0.1
H -2.2620 -1.0312 2.0773 0.4 0.1 -0.3
H 0.5970 -3.3825 -0.2765 0.0 0.3 0.0
H -1.0309 -2.0593 -2.0029 0.2 0.2 0.3
Mo 0.1328 -0.4750 0.3638 3.0 2.3 0.9
C -0.0001 4.6848 5.3101 0.0 -0.1 -0.2
C -0.0559 4.4521 3.9293 -0.1 0.1 0.2
C -0.1791 3.1528 3.4375 0.2 -0.4 0.7
C -0.1805 2.0773 4.3483 -0.6 0.5 -0.6
C -0.2073 2.3154 5.7316 0.3 0.1 -0.1
C -0.0983 3.6187 6.2115 -0.1 -0.1 -0.2
P -0.1154 0.3641 3.7128 -0.1 0.3 -0.1
C 1.4150 -0.1004 4.6395 0.5 -0.6 -0.3
C 2.5063 0.7972 4.7227 -0.5 0.0 0.1
C 3.6476 0.4812 5.4550 -0.2 -0.4 -0.1
C 3.7510 -0.7822 6.0530 -0.1 0.1 -0.1
C 2.7201 -1.7121 5.8920 0.2 0.0 -0.1
C 1.5691 -1.3872 5.1670 0.4 0.3 0.1
C -1.5561 -0.4013 4.5744 -0.6 -0.5 -0.2
C -1.6749 -1.8013 4.7010 0.1 0.2 0.3
C -2.7092 -2.3784 5.4383 -0.4 0.2 0.0
C -3.7653 -1.5784 5.9009 0.3 0.2 0.0
C -3.7503 -0.2000 5.6392 0.0 -0.3 -0.1
C -2.6573 0.3791 4.9845 0.2 -0.1 0.1
H 0.0995 5.7027 5.6919 0.0 -0.3 -0.2
H -0.0152 5.2841 3.2284 0.0 -0.1 0.2
H -0.2698 2.9500 2.3645 0.2 0.1 0.4
H -0.2887 1.4758 6.4316 0.1 0.3 -0.3
H -0.0892 3.7884 7.2891 0.0 0.1 -0.3
H 2.4445 1.7730 4.2388 -0.1 -0.2 0.3
H 4.4526 1.2153 5.5549 -0.3 -0.3 -0.1
H 4.6480 -1.0346 6.6265 -0.4 0.0 -0.2
H 2.8149 -2.7119 6.3208 0.0 0.3 -0.1
H 0.7920 -2.1288 5.0169 0.2 0.1 0.3
H -0.9446 -2.4585 4.2310 -0.1 0.1 0.3
H -2.6974 -3.4536 5.6550 -0.1 0.5 -0.3
H -4.5997 -2.0274 6.4521 0.4 0.2 -0.2
H -4.5929 0.4281 5.9573 0.4 -0.3 -0.2
H -2.6592 1.4533 4.7977 0.0 -0.3 0.2

=====

Record 2
85
Properties=species:S:1:pos:R:3:forces:R:3 method="wB97M-V/def2-TZVPD" largest_force_ha_per_bohr=0.2488 energy_ev=-344848.847 homo_lumo_gap_ev=4.9 total_charge=-5
Na 1.0737 -1.3504 2.6855 -0.7 -1.2 -0.7
Na 1.4825 1.7978 -3.6942 -0.5 0.0 0.8
Na 1.5277 1.4571 3.1006 0.4 0.7 -0.8
Cs -2.8748 3.3088 3.1435 0.1 -0.4 -0.8
N -3.8593 -4.2227 -0.8750 -3.5 -3.2 -2.3
S -4.5955 -5.5148 -1.7950 -3.2 2.2 0.4
O -4.8818 -6.8355 -1.2663 0.7 1.1 -0.3
O -4.2213 -5.3444 -3.1434 0.5 -0.8 -1.5
F -6.0501 -4.8674 -1.7974 -0.2 -0.2 0.4
S -2.5840 -5.0433 -0.7036 7.5 0.2 1.7
O -1.6509 -5.1986 -1.8894 -2.8 0.2 3.3
O -2.6547 -6.1439 0.2447 0.2 0.3 -1.4
F -1.9358 -3.8857 0.2045 0.6 -0.4 -0.5
N 2.2435 -3.0676 1.6668 6.1 7.0 3.2
S 3.3439 -2.2357 0.6095 5.1 2.8 -1.4
O 3.0674 -0.7919 0.5072 -0.3 -3.3 1.2
O 3.9405 -2.8584 -0.5974 -2.4 0.9 3.2
F 4.6641 -2.3149 1.6280 -1.7 0.1 -0.4
S 1.6738 -3.8688 0.6134 -7.0 -9.2 -5.4
O 2.4781 -5.0381 0.2890 -0.6 1.4 -0.6
O 0.8073 -3.1942 -0.3213 1.8 -0.1 0.0
F 0.5981 -4.5409 1.5579 -0.5 -0.4 0.6
N 0.4527 0.2571 1.1436 0.0 3.9 -2.3
S -1.0558 0.3336 0.6730 -5.7 -6.6 0.1
O -1.3452 0.0888 -0.7120 1.1 2.7 0.2
O -1.9481 1.0732 1.5207 0.9 0.8 -0.1
F -1.3169 -1.1634 1.0898 -0.2 -0.3 1.5
S 0.8247 1.5335 0.0598 6.2 2.2 -1.6
O 0.3847 2.8899 0.4158 -0.5 -2.7 -0.3
O 1.1653 1.2266 -1.3366 -1.5 0.2 2.9
F 2.2937 1.5805 0.7116 -0.1 0.5 0.1
N -5.3452 -0.8491 -1.2937 5.1 6.1 3.0
S -6.6382 -0.8712 -1.9781 -7.1 -5.6 -3.0
O -6.6152 -0.6517 -3.3849 -0.8 1.8 -1.0
O -7.8646 -0.5846 -1.2184 1.5 0.0 -1.2
F -6.5776 -2.4567 -2.0612 -1.0 -0.9 0.6
S -5.3155 0.9093 -1.2618 1.4 3.1 2.7
O -6.2163 1.4909 -0.2007 2.0 -1.4 -2.9
O -5.1901 1.6424 -2.5439 -0.4 -1.9 2.8
F -3.8775 1.1426 -0.5473 -1.4 -0.9 -1.0
N 2.0439 3.6772 3.8384 -4.4 0.3 2.7
S 2.5958 4.8690 3.0864 6.5 4.9 -6.4
O 3.6515 5.5194 3.8555 -1.1 -0.5 -1.1
O 1.7967 5.7164 2.1877 0.1 -1.5 2.6
F 3.3780 4.0097 2.0502 0.0 -0.3 -0.2
S 1.0851 4.6326 4.8360 -0.3 -1.0 4.1
O -0.3444 4.6481 4.5857 1.4 -0.2 -0.2
O 1.7063 5.8445 5.4038 -2.1 -2.8 -1.0
F 1.2423 3.4640 6.0047 -0.7 1.1 -0.2
N 6.9902 1.7509 0.3368 4.3 -4.4 0.7
S 5.5135 1.7942 0.4918 -8.7 5.0 -0.9
O 4.8101 1.1803 1.6284 1.5 0.1 -1.8
O 4.8954 1.8820 -0.8531 0.4 -0.2 3.3
F 5.5183 3.3468 1.0664 0.1 -0.5 -0.8
S 7.0664 0.0828 0.3793 3.0 -5.3 -0.9
O 6.1583 -0.7484 -0.4402 1.0 2.7 2.3
O 7.5405 -0.5329 1.6551 -1.0 2.2 -2.6
F 8.3716 -0.0685 -0.6082 0.0 0.7 0.9
N -2.4293 4.6604 -2.5064 -4.0 -0.1 4.1
S -2.2601 4.5647 -0.8608 -6.1 0.8 4.8
O -1.6439 5.6802 -0.1238 -0.4 -2.4 -1.5
O -2.3810 3.2302 -0.2997 1.8 1.7 -0.9
F -3.8317 4.9685 -0.6476 0.1 0.5 -0.1
S -0.9963 4.5298 -2.7032 10.9 1.1 -6.0
O -0.3627 3.2022 -2.5917 -0.7 2.0 0.5
O -0.1826 5.7529 -2.3960 -1.4 -3.3 -0.3
F -1.0689 4.6369 -4.2963 0.1 0.1 -0.9
N 3.1823 0.4444 -4.5049 -0.1 0.9 -5.4
S 3.1874 -0.2753 -6.1537 -1.9 1.7 -2.7
O 1.8430 -0.2812 -6.7691 2.6 0.0 1.6
O 4.1110 -1.3473 -6.4848 -1.5 1.7 0.5
F 3.8501 1.0251 -6.8182 0.1 -0.1 0.1
S 3.3384 -0.9385 -3.9160 3.1 -5.9 8.4
O 4.7158 -1.4766 -3.9324 -2.8 0.6 -0.9
O 2.1665 -1.7898 -4.0345 1.5 0.8 -0.7
F 3.3277 -0.5186 -2.3464 -0.8 0.4 -1.3
N -3.3465 -3.1014 4.6017 0.8 3.2 -2.7
S -3.3836 -1.7177 3.6012 -4.1 2.2 -0.8
O -3.8425 -1.8878 2.2474 1.2 -0.9 1.1
O -2.4990 -0.6088 3.8435 0.7 -0.6 1.0
F -4.7772 -1.0993 4.1940 0.4 -0.3 1.0
S -2.3659 -3.8545 3.5932 2.9 -4.9 -2.0
O -1.2630 -3.0685 2.9538 -2.6 -1.2 1.9
O -2.9563 -4.9736 2.8462 1.0 2.9 1.6
F -1.5580 -4.6627 4.7563 0.1 0.2 0.0

=====

Record 3
19
Properties=species:S:1:pos:R:3:forces:R:3 method="wB97M-V/def2-TZVPD" relative_energy_kcal_mol=0.0 largest_force_ha_per_bohr=0.0146 energy_ev=-18158.019 smiles=NC[C@H](N)CCS homo_lumo_gap_ev=9.9
N -2.3700 0.5158 -1.3666 0.2 0.0 -0.2
C -1.4041 0.9772 -0.3580 -0.2 -0.5 0.0
C -0.8236 -0.2481 0.3619 -0.1 0.1 -0.2
N -1.8287 -0.9887 1.1248 0.1 0.0 -0.1
C 0.3390 0.1335 1.2597 -0.1 0.3 0.1
C 1.6101 0.6079 0.5524 0.0 -0.7 0.3
S 2.2023 -0.4890 -0.7866 0.0 0.2 -0.1
H -1.8942 -0.1378 -1.9830 -0.1 0.0 0.0
H -2.6475 1.2805 -1.9716 -0.1 0.0 0.1
H -0.6013 1.5773 -0.7932 0.1 0.1 0.0
H -1.9454 1.5603 0.3840 0.0 0.3 0.1
H -0.4490 -0.9179 -0.4180 0.0 -0.1 0.1
H -2.6799 -1.0376 0.5757 0.0 0.0 0.0
H -2.0514 -0.4983 1.9840 0.0 0.1 0.0
H 0.5672 -0.6840 1.9410 0.0 -0.3 -0.1
H 0.0128 0.9591 1.9026 0.0 0.1 0.1
H 2.4162 0.6042 1.2785 0.1 0.3 0.1
H 1.5055 1.6170 0.1724 0.0 0.0 -0.3
H 2.9760 -1.2585 -0.0144 0.0 0.0 0.0

=====

Record 4
15
Properties=species:S:1:pos:R:3:forces:R:3 method="wB97M-V/def2-TZVPD" relative_energy_kcal_mol=117.6 largest_force_ha_per_bohr=0.1283 energy_ev=-21686.876 smiles="C/C=[N+](/[O-])S(C)(=O)=O" homo_lumo_gap_ev="8.5 / 8.5"
C -2.0224 -0.4494 0.0237 -1.4 1.6 0.7
C -0.9410 -1.3800 0.0551 1.9 -0.3 -0.1
N 0.2612 -0.9098 -0.1656 -2.4 -1.3 -2.6
O 1.1350 -1.4138 -0.9210 2.0 -1.4 0.0
S 0.3630 0.7818 -0.1110 1.5 3.4 4.2
C 2.0666 0.9076 0.2784 1.4 0.6 -6.4
O -0.0383 1.6578 -1.1556 -0.1 -1.0 -1.4
O -0.2539 0.9955 1.1684 0.0 1.0 0.7
H -2.8591 -1.0821 0.1500 -1.6 0.1 -0.3
H -1.9764 0.1991 -0.8800 -0.6 -0.9 0.0
H -1.9761 0.3361 0.7929 -0.5 -0.9 0.1
H -1.1291 -2.4481 -0.0111 0.6 0.1 -0.1
H 2.6768 1.4734 -0.5658 -1.5 -1.1 1.5
H 2.2585 1.3941 1.1238 0.1 1.8 3.7
H 2.4352 -0.0622 0.2179 0.8 -1.7 0.3

=====

Please write out number 3 again, unchanged.
19
Properties=species:S:1:pos:R:3:forces:R:3 method="wB97M-V/def2-TZVPD" relative_energy_kcal_mol=0.0 largest_force_ha_per_bohr=0.0146 energy_ev=-18158.019 smiles=NC[C@H](N)CCS homo_lumo_gap_ev=9.9
N -2.3700 0.5158 -1.3666 0.2 0.0 -0.2
C -1.4041 0.9772 -0.3580 -0.2 -0.5 0.0
C -0.8236 -0.2481 0.3619 -0.1 0.1 -0.2
N -1.8287 -0.9887 1.1248 0.1 0.0 -0.1
C 0.3390 0.1335 1.2597 -0.1 0.3 0.1
C 1.6101 0.6079 0.5524 0.0 -0.7 0.3
S 2.2023 -0.4890 -0.7866 0.0 0.2 -0.1
H -1.8942 -0.1378 -1.9830 -0.1 0.0 0.0
H -2.6475 1.2805 -1.9716 -0.1 0.0 0.1
H -0.6013 1.5773 -0.7932 0.1 0.1 0.0
H -1.9454 1.5603 0.3840 0.0 0.3 0.1
H -0.4490 -0.9179 -0.4180 0.0 -0.1 0.1
H -2.6799 -1.0376 0.5757 0.0 0.0 0.0
H -2.0514 -0.4983 1.9840 0.0 0.1 0.0
H 0.5672 -0.6840 1.9410 0.0 -0.3 -0.1
H 0.0128 0.9591 1.9026 0.0 0.1 0.1
H 2.4162 0.6042 1.2785 0.1 0.3 0.1
H 1.5055 1.6170 0.1724 0.0 0.0 -0.3
H 2.9760 -1.2585 -0.0144 0.0 0.0 0.0